Computed, not measured: a structure of composition C30H81BrMgO11 in a non-equilibrium geometry, with ωB97M-V/def2-TZVPD.

Atoms and positions in Å:
Mg: -0.45294 2.51120 0.64404
O: -0.49391 0.68552 0.28998
H: -0.21148 -0.19628 -0.02178
Br: 1.95227 3.02267 0.32656
C: 0.75002 -1.75526 2.54809
C: 1.97683 -2.06682 1.72635
C: 1.51471 -2.95904 0.51623
O: 2.46931 -0.86700 1.17221
H: 0.35591 -2.69435 2.93652
H: -0.02335 -1.20444 2.01275
H: 1.05853 -1.07035 3.33792
H: 2.78137 -2.47026 2.34121
H: 0.74393 -2.58268 -0.15635
H: 1.15886 -3.93226 0.85433
H: 2.41485 -3.07517 -0.08738
H: 1.68696 -0.41817 0.84345
C: 0.18247 1.59178 3.42319
C: -0.23505 3.07881 3.55502
C: 0.91736 3.94188 4.13006
O: -0.53333 3.61795 2.32335
H: 0.91358 1.32669 2.65944
H: -0.71116 1.02098 3.17080
H: 0.46571 1.17630 4.39028
H: -1.12612 3.10277 4.18233
H: 1.77524 3.86455 3.46212
H: 1.30821 3.50817 5.05051
H: 0.68181 4.99303 4.29650
H: -0.63407 4.57153 2.36937
C: -4.87049 2.77131 0.95765
C: -3.65252 2.53634 1.83782
C: -3.83539 1.41380 2.92530
O: -2.51775 2.22032 1.15309
H: -4.97431 1.92158 0.28290
H: -4.63523 3.58782 0.27496
H: -5.76642 2.98688 1.53984
H: -3.45489 3.43146 2.42756
H: -4.20547 0.50735 2.44625
H: -4.52079 1.71742 3.71659
H: -2.85406 1.20427 3.35096
H: -2.77148 1.41803 0.69096
C: -4.69427 -1.63122 -1.27842
C: -3.28168 -1.40640 -0.85741
C: -2.32232 -1.46733 -2.02073
O: -3.05514 -0.18182 -0.18814
H: -5.38794 -1.66088 -0.43816
H: -4.80101 -2.57495 -1.81328
H: -5.08078 -0.83345 -1.91267
H: -2.97696 -2.18164 -0.15437
H: -2.49118 -2.40826 -2.54441
H: -1.30563 -1.43313 -1.62922
H: -2.52412 -0.68676 -2.75428
H: -2.09872 -0.10050 -0.17216
C: 3.77139 1.08662 4.34259
C: 5.00990 0.78504 3.51737
C: 5.44759 -0.67404 3.65407
O: 4.66606 0.98685 2.16121
H: 3.26786 2.02178 4.09754
H: 4.04464 1.25728 5.38389
H: 3.03385 0.28765 4.26658
H: 5.80690 1.45988 3.82960
H: 4.68740 -1.43381 3.47255
H: 5.74255 -0.82054 4.69312
H: 6.35444 -0.73857 3.05276
H: 4.06384 0.27198 1.94236
C: 1.49888 -3.19880 -5.03916
C: 0.58946 -4.36158 -4.72146
C: 0.33743 -4.53389 -3.21104
O: -0.62305 -4.18945 -5.34337
H: 1.26898 -2.27906 -4.50127
H: 1.56831 -2.89810 -6.08456
H: 2.46201 -3.48369 -4.61570
H: 1.07136 -5.28503 -5.04257
H: -0.15807 -5.47206 -2.96119
H: -0.32133 -3.78456 -2.77212
H: 1.29759 -4.54874 -2.69533
H: -0.55470 -4.37555 -6.28267
C: 1.80777 0.23973 -6.31810
C: 0.27261 0.10968 -6.26256
C: -0.35634 0.41749 -4.92130
O: -0.32467 0.84024 -7.32376
H: 2.08901 1.28694 -6.20699
H: 2.18686 -0.15089 -7.26245
H: 2.38744 -0.30122 -5.57013
H: 0.02203 -0.90615 -6.56816
H: -1.43156 0.54694 -5.04482
H: 0.05814 1.33329 -4.49986
H: -0.25320 -0.32773 -4.13257
H: -0.16463 1.77387 -7.16785
C: 4.09880 -1.50564 -2.00983
C: 3.85519 0.02049 -2.01023
C: 2.39410 0.31963 -2.42546
O: 4.09807 0.41239 -0.73230
H: 4.45336 -1.78354 -3.00238
H: 3.13861 -1.99853 -1.85750
H: 4.84819 -1.79814 -1.27433
H: 4.61908 0.41544 -2.68000
H: 2.05131 1.35363 -2.46338
H: 1.70288 -0.14084 -1.71957
H: 2.26979 -0.07640 -3.43333
H: 3.61210 -0.17861 -0.15251
C: -2.58360 -2.25744 3.96551
C: -2.77131 -1.43769 5.23662
C: -2.70457 -2.32374 6.48350
O: -1.74479 -0.48466 5.31597
H: -2.52064 -1.61282 3.08881
H: -3.31877 -3.04581 3.80396
H: -1.62134 -2.76544 4.02945
H: -3.74236 -0.94257 5.23237
H: -3.64321 -2.87543 6.43151
H: -2.48471 -1.76753 7.39477
H: -1.83334 -2.97868 6.47319
H: -0.92562 -0.92290 5.55785
C: -2.10946 2.44757 -2.43205
C: -0.80873 3.18666 -1.96145
C: -0.41551 4.41012 -2.68997
O: -1.09398 3.75905 -0.68182
H: -2.20357 1.44709 -2.00982
H: -2.10702 2.29434 -3.51122
H: -3.02810 3.00611 -2.25252
H: -0.00212 2.45470 -2.00293
H: -0.24206 4.15624 -3.73570
H: 0.53956 4.85507 -2.41073
H: -1.22931 5.13409 -2.73118
H: -1.78215 4.41044 -0.83584

E_HOMO	-7.793	eV
charge	0

Here are the Mulliken charges for atoms 1 to 99, given in e: number 1, Mg, carries 0.495; number 2, O, carries 2.156; number 3, H, carries -0.796; number 4, Br, carries -0.703; number 5, C, carries -0.834; number 6, C, carries 0.236; number 7, C, carries -1.153; number 8, O, carries 0.196; number 9, H, carries 0.576; number 10, H, carries -0.086; number 11, H, carries -0.025; number 12, H, carries 0.323; number 13, H, carries -0.060; number 14, H, carries 0.534; number 15, H, carries 0.315; number 16, H, carries -0.347; number 17, C, carries -0.462; number 18, C, carries 0.514; number 19, C, carries -1.643; number 20, O, carries -0.227; number 21, H, carries -0.083; number 22, H, carries -0.437; number 23, H, carries 0.706; number 24, H, carries 0.228; number 25, H, carries 0.319; number 26, H, carries 0.427; number 27, H, carries 0.438; number 28, H, carries 0.227; number 29, C, carries -1.331; number 30, C, carries 0.353; number 31, C, carries -0.790; number 32, O, carries 0.332; number 33, H, carries 0.128; number 34, H, carries 0.313; number 35, H, carries 0.429; number 36, H, carries 0.323; number 37, H, carries 0.220; number 38, H, carries 0.497; number 39, H, carries -0.109; number 40, H, carries -0.146; number 41, C, carries -1.819; number 42, C, carries 0.787; number 43, C, carries -0.978; number 44, O, carries -0.640; number 45, H, carries 0.404; number 46, H, carries 0.447; number 47, H, carries 0.367; number 48, H, carries 0.151; number 49, H, carries 0.723; number 50, H, carries -0.070; number 51, H, carries 0.115; number 52, H, carries -0.589; number 53, C, carries -0.817; number 54, C, carries 0.351; number 55, C, carries -1.311; number 56, O, carries -0.489; number 57, H, carries 0.049; number 58, H, carries 0.477; number 59, H, carries 0.047; number 60, H, carries 0.429; number 61, H, carries 0.241; number 62, H, carries 0.472; number 63, H, carries 0.322; number 64, H, carries 0.142; number 65, C, carries -0.868; number 66, C, carries 0.474; number 67, C, carries -1.022; number 68, O, carries -0.553; number 69, H, carries -0.101; number 70, H, carries 0.391; number 71, H, carries 0.420; number 72, H, carries 0.228; number 73, H, carries 0.457; number 74, H, carries -0.076; number 75, H, carries 0.325; number 76, H, carries 0.332; number 77, C, carries -1.211; number 78, C, carries 0.317; number 79, C, carries -0.263; number 80, O, carries -0.616; number 81, H, carries 0.417; number 82, H, carries 0.312; number 83, H, carries 0.203; number 84, H, carries 0.139; number 85, H, carries 0.497; number 86, H, carries -0.035; number 87, H, carries -0.073; number 88, H, carries 0.372; number 89, C, carries -0.879; number 90, C, carries 0.086; number 91, C, carries 0.415; number 92, O, carries -0.417; number 93, H, carries 0.431; number 94, H, carries -0.156; number 95, H, carries 0.349; number 96, H, carries 0.451; number 97, H, carries 0.213; number 98, H, carries -0.242; number 99, H, carries -0.451